Record 1
{
  "formula": "C31H50Br2ClN3O5S2",
  "method": "wB97M-V/def2-TZVPD",
  "elements": ["C", "C", "O", "N", "C", "C", "C", "C", "C", "C", "C", "C", "C", "Br", "C", "C", "C", "Br", "O", "C", "S", "C", "C", "C", "N", "C", "C", "C", "Cl", "O", "C", "C", "C", "C", "S", "C", "C", "C", "C", "O", "O", "H", "H", "H", "H", "H", "H", "H", "H", "H", "H", "H", "H", "H", "H", "H", "H", "H", "H", "H", "H", "H", "H", "H", "H", "H", "H", "H", "H", "H", "H", "H", "H", "H", "H", "H", "H", "H", "H", "H", "H", "H", "H", "H", "H", "H", "H", "H", "C", "C", "N", "H", "H", "H"],
  "xyz": [[3.766, -1.621, 3.886], [3.571, -0.611, 5.123], [4.341, -0.723, 6.103], [2.541, 0.454, 5.167], [1.229, -0.268, 5.153], [2.688, 1.423, 4.039], [1.333, 2.135, 3.567], [0.598, 1.384, 2.312], [0.055, 2.515, 1.348], [-1.224, 2.160, 0.416], [-1.807, 3.672, 0.143], [-0.763, 4.560, -0.740], [-1.470, 4.816, -2.189], [-2.459, 6.560, -2.252], [-2.324, 1.468, 1.336], [-3.849, 1.517, 0.875], [-4.691, 2.784, 1.469], [-4.228, 1.280, -1.053], [-0.981, 1.661, -0.884], [-0.229, 0.501, -1.126], [1.660, 0.713, -1.045], [-0.439, 0.245, -2.722], [-0.676, -1.094, -3.411], [-0.845, -1.302, -4.927], [-0.776, -0.205, -5.818], [-0.532, 1.051, -5.213], [-0.366, 1.444, -3.740], [-0.520, -0.816, -0.281], [-2.199, -1.537, -0.485], [0.494, -1.811, -0.625], [0.444, -2.930, 0.292], [1.973, -3.115, 0.838], [2.915, -2.851, -0.463], [4.376, -3.498, -0.330], [4.395, -5.350, -0.202], [0.066, -4.339, -0.412], [-1.373, -4.908, -0.013], [-1.596, -5.144, 1.558], [-2.804, -4.256, 2.178], [-2.741, -3.887, 3.369], [-3.969, -3.918, 1.394], [4.867, -1.939, 3.786], [3.127, -2.574, 3.999], [3.462, -1.109, 2.912], [1.316, -1.140, 5.899], [0.371, 0.386, 5.526], [1.025, -0.733, 4.122], [3.196, 1.001, 3.105], [3.379, 2.269, 4.420], [1.600, 3.188, 3.197], [0.573, 2.295, 4.421], [-0.161, 0.683, 2.785], [1.443, 0.775, 1.812], [-0.205, 3.435, 1.997], [0.935, 2.872, 0.689], [-2.009, 4.211, 1.133], [-2.778, 3.665, -0.446], [0.206, 4.011, -0.973], [-0.631, 5.594, -0.283], [-0.617, 4.885, -2.944], [-2.160, 3.939, -2.479], [-2.281, 2.023, 2.352], [-2.099, 0.371, 1.620], [-4.356, 0.614, 1.390], [-4.206, 3.123, 2.462], [-4.759, 3.630, 0.710], [-5.736, 2.404, 1.775], [1.939, 2.054, -1.311], [-0.759, -2.046, -2.771], [-1.036, -2.348, -5.345], [-0.441, 1.933, -5.951], [-0.170, 2.524, -3.402], [-0.389, -0.689, 0.860], [-0.276, -2.803, 1.167], [2.136, -2.235, 1.558], [2.152, -4.136, 1.307], [3.070, -1.720, -0.628], [2.434, -3.310, -1.406], [4.955, -2.962, 0.499], [4.934, -3.241, -1.308], [4.145, -5.695, 1.118], [0.174, -4.175, -1.540], [0.836, -5.125, -0.074], [-2.253, -4.302, -0.448], [-1.465, -5.947, -0.513], [-0.683, -4.958, 2.210], [-1.934, -6.235, 1.715], [-4.140, -4.760, 0.898], [-0.252, 4.189, -9.205], [0.325, 3.755, -7.893], [0.778, 3.412, -6.860], [-1.341, 4.199, -9.146], [0.101, 5.192, -9.451], [0.057, 3.500, -9.992]],
  "mulliken_charge": [-0.451, 0.197, -0.564, 0.056, -0.618, -0.464, -1.127, 0.788, -1.867, 1.121, -0.869, -0.395, -0.791, -0.211, -0.436, -0.476, -1.033, -0.126, 0.481, 1.008, -0.354, 0.118, -0.151, -0.429, -0.600, -0.207, -0.442, -0.799, -0.174, 0.133, -0.100, 0.338, 0.084, -0.759, -0.258, -0.796, -0.561, -0.606, 0.557, -0.566, -0.460, 0.354, 0.211, 0.079, 0.365, 0.270, 0.044, 0.278, 0.259, 0.553, 0.183, 0.263, -0.205, 0.662, 0.224, 0.527, 0.182, 0.134, 0.430, 0.457, 0.329, 0.527, -0.149, 0.543, 0.249, 0.278, 0.344, 0.145, -0.086, 0.325, 0.229, 0.229, 0.506, 0.291, -0.918, 0.536, -0.093, 0.195, 0.310, 0.411, 0.122, 0.232, 0.325, 0.300, 0.403, 0.260, 0.335, 0.362, -0.790, 0.436, -0.479, 0.268, 0.291, 0.266],
  "lumo_energy_ev": 0.2,
  "homo_energy_ev": -8.82,
  "orbital_gap_ev": 9.02,
  "total_energy_ha": -8155.9305
}

---

Record 2
{
  "formula": "C31H50Br8N3NbO3PS2",
  "method": "wB97M-V/def2-TZVPD",
  "elements": ["C", "C", "O", "O", "C", "Nb", "N", "O", "C", "C", "N", "C", "C", "C", "S", "C", "S", "N", "C", "C", "C", "C", "C", "C", "C", "C", "C", "C", "C", "C", "P", "C", "C", "H", "H", "H", "H", "H", "H", "H", "H", "H", "H", "H", "H", "H", "H", "H", "H", "H", "H", "H", "H", "H", "H", "H", "H", "H", "H", "H", "H", "H", "H", "H", "H", "H", "H", "Br", "C", "C", "Br", "H", "H", "H", "H", "Br", "C", "C", "Br", "H", "H", "H", "H", "Br", "C", "C", "Br", "H", "H", "H", "H", "Br", "C", "C", "Br", "H", "H", "H", "H"],
  "xyz": [[4.140, -2.820, 2.304], [2.948, -2.463, 1.445], [2.647, -3.181, 0.525], [2.282, -1.373, 1.811], [1.868, -0.504, 0.709], [3.490, 1.108, 0.335], [5.048, 2.523, 0.038], [4.696, 0.307, 1.769], [4.340, -0.444, -1.121], [5.416, 0.035, -2.064], [6.225, -0.766, -2.636], [2.461, 2.309, 1.985], [1.914, 3.714, 1.626], [0.488, 3.815, 1.047], [-0.527, 2.363, 1.311], [-1.924, 2.654, 0.316], [-2.261, 4.155, -0.255], [-2.835, 1.597, 0.020], [-3.589, 1.143, 1.149], [-3.325, -0.083, 1.759], [-4.092, -0.549, 2.811], [-5.169, 0.202, 3.290], [-5.404, 1.443, 2.714], [-4.634, 1.899, 1.651], [-2.403, 0.565, -0.871], [-1.096, 0.250, -1.205], [-0.848, -0.784, -2.100], [-1.862, -1.521, -2.682], [-3.184, -1.227, -2.335], [-3.424, -0.201, -1.441], [2.178, 2.181, -1.556], [2.353, 1.231, -3.155], [2.775, 3.870, -2.040], [4.375, -2.038, 3.019], [3.866, -3.713, 2.866], [4.993, -3.000, 1.657], [0.949, -0.020, 1.043], [1.597, -1.070, -0.186], [5.927, 2.021, 0.171], [5.098, 2.858, -0.920], [5.370, 0.972, 1.955], [3.508, -0.914, -1.652], [4.786, -1.251, -0.530], [5.545, 1.086, -2.324], [6.009, -1.713, -2.318], [3.258, 2.475, 2.718], [1.733, 1.687, 2.516], [2.659, 4.200, 0.993], [1.917, 4.304, 2.551], [0.535, 4.074, -0.010], [-0.013, 4.665, 1.512], [-2.512, -0.705, 1.404], [-3.862, -1.521, 3.224], [-5.773, -0.184, 4.095], [-6.227, 2.037, 3.090], [-4.868, 2.862, 1.214], [-0.270, 0.793, -0.770], [0.170, -1.023, -2.380], [-1.676, -2.306, -3.400], [-4.038, -1.742, -2.732], [-4.450, 0.019, -1.167], [1.739, 1.742, -3.900], [2.085, 0.189, -3.034], [3.384, 1.345, -3.498], [1.956, 4.489, -2.406], [3.354, 4.375, -1.270], [3.444, 3.745, -2.900], [5.204, -6.362, 3.718], [6.950, -5.633, 3.267], [7.530, -4.840, 4.407], [6.706, -3.085, 4.565], [6.825, -5.045, 2.364], [7.572, -6.500, 3.052], [8.586, -4.641, 4.235], [7.408, -5.335, 5.365], [-7.125, -3.910, -2.728], [-6.147, -4.747, -4.188], [-4.908, -5.446, -3.696], [-3.497, -4.174, -3.282], [-5.929, -3.965, -4.909], [-6.841, -5.461, -4.627], [-4.502, -6.091, -4.472], [-5.081, -6.029, -2.797], [0.596, 9.393, -3.955], [-0.158, 7.597, -3.957], [-0.901, 7.302, -2.682], [0.312, 6.929, -1.214], [0.664, 6.911, -4.132], [-0.837, 7.575, -4.807], [-1.500, 6.400, -2.792], [-1.538, 8.122, -2.365], [-6.625, -1.863, 2.102], [-7.567, -3.572, 2.010], [-8.332, -3.845, 3.277], [-7.153, -4.406, 4.722], [-6.822, -4.331, 1.793], [-8.252, -3.487, 1.167], [-9.025, -4.673, 3.137], [-8.875, -2.977, 3.635]],
  "mulliken_charge": [-0.621, 0.426, -0.632, -0.486, -0.079, -0.600, -0.829, -0.707, -0.146, -0.104, -0.884, -0.977, -0.735, -0.376, -0.071, -0.106, -0.253, 0.557, -0.397, 0.670, -1.089, -0.842, -0.601, -0.319, -0.667, 1.525, -0.333, -0.818, -0.382, -0.393, 1.169, -1.276, -1.268, 0.214, 0.265, 0.290, -0.155, 0.706, 0.270, 0.178, 0.244, 0.404, 0.171, 0.347, 0.299, 0.364, 0.650, 0.122, 0.452, -0.059, 0.805, 0.511, 0.431, 0.616, 0.369, 0.439, -0.921, 0.241, 0.453, 0.481, 0.398, 0.441, 0.177, 0.362, 0.155, 0.378, 0.426, -0.134, -0.561, -0.588, -0.091, 0.335, 0.359, 0.335, 0.360, -0.129, -0.649, -0.540, -0.060, 0.368, 0.374, 0.325, 0.369, -0.158, -0.557, -0.601, -0.091, 0.324, 0.366, 0.272, 0.433, -0.001, -0.624, -0.559, -0.147, 0.373, 0.293, 0.365, 0.357],
  "charge": -1,
  "lumo_energy_ev": 1.7,
  "homo_energy_ev": -4.39,
  "orbital_gap_ev": 6.11,
  "total_energy_ha": -23387.9543
}